Entry 1:
Density functional theory data (ωB97M-V/def2-TZVPD) for a 12-piece molecular cluster, C18H55NO14 overall.

Positions of all 88 atoms, in Å:
O (2.253, 1.298, 3.482)
C (2.374, 1.024, 2.363)
O (1.929, -0.179, 1.862)
C (0.611, 0.001, 1.264)
C (-0.392, -0.937, 1.941)
C (-1.559, -0.246, 2.657)
C (-2.888, -0.415, 1.853)
C (-3.073, 1.014, 1.268)
C (-2.023, 1.907, 1.898)
O (-1.707, 2.963, 1.585)
N (-1.403, 1.167, 2.990)
H (2.846, 1.695, 1.643)
H (0.335, 1.048, 1.323)
H (0.687, -0.248, 0.212)
H (-0.749, -1.634, 1.199)
H (0.174, -1.522, 2.650)
H (-1.689, -0.749, 3.605)
H (-3.714, -0.727, 2.465)
H (-2.759, -1.042, 0.989)
H (-4.067, 1.432, 1.248)
H (-2.740, 0.902, 0.240)
H (-2.099, 1.313, 3.721)
C (-5.083, 3.873, -0.622)
O (-4.615, 2.772, -1.392)
H (-6.051, 3.605, -0.204)
H (-4.390, 4.094, 0.195)
H (-5.199, 4.762, -1.248)
H (-3.757, 3.022, -1.759)
C (4.810, 0.069, -0.788)
O (3.497, 0.482, -0.410)
H (5.261, 0.860, -1.381)
H (5.419, -0.106, 0.104)
H (4.761, -0.845, -1.386)
H (3.110, -0.226, 0.121)
C (3.826, 4.051, 4.768)
O (4.957, 4.234, 3.917)
H (3.552, 5.017, 5.185)
H (2.986, 3.655, 4.197)
H (4.072, 3.364, 5.582)
H (5.187, 3.373, 3.554)
C (-3.803, -3.567, -1.098)
O (-2.555, -3.457, -0.417)
H (-4.601, -3.413, -0.375)
H (-3.878, -2.807, -1.881)
H (-3.916, -4.558, -1.545)
H (-1.857, -3.594, -1.069)
C (4.067, 3.253, -2.286)
O (4.725, 2.552, -3.348)
H (4.622, 3.088, -1.369)
H (4.044, 4.321, -2.501)
H (3.049, 2.874, -2.164)
H (4.224, 2.708, -4.154)
C (3.017, 2.908, 8.603)
O (1.773, 2.282, 8.303)
H (2.922, 3.407, 9.564)
H (3.812, 2.160, 8.664)
H (3.263, 3.649, 7.838)
H (1.864, 1.843, 7.450)
C (1.125, -1.996, -2.501)
O (0.547, -3.241, -2.110)
H (0.561, -1.199, -2.023)
H (2.168, -1.936, -2.179)
H (1.071, -1.869, -3.585)
H (1.050, -3.942, -2.537)
C (-4.181, 2.881, -4.623)
O (-2.934, 2.968, -3.929)
H (-4.979, 3.042, -3.905)
H (-4.233, 3.645, -5.402)
H (-4.294, 1.890, -5.069)
H (-2.239, 2.818, -4.577)
C (-3.467, -7.669, -2.885)
O (-4.316, -6.672, -3.452)
H (-2.814, -7.185, -2.160)
H (-4.065, -8.430, -2.377)
H (-2.864, -8.136, -3.664)
H (-4.888, -7.112, -4.088)
C (-1.933, -10.809, -4.600)
O (-2.787, -9.829, -5.186)
H (-1.290, -10.307, -3.882)
H (-2.520, -11.570, -4.081)
H (-1.313, -11.285, -5.363)
H (-3.353, -10.281, -5.820)
C (4.515, 6.580, 0.379)
O (5.001, 5.520, -0.442)
H (3.574, 6.259, 0.817)
H (5.222, 6.801, 1.182)
H (4.344, 7.481, -0.216)
H (5.834, 5.810, -0.826)

- HOMO level: -9.6 eV
- M: 509.63 g/mol
- Calculated total energy: -1826.68393 Ha
- SMILES: O=COCC[C@@H]1CCC(=O)N1.CO.CO.CO.CO.CO.CO.CO.CO.CO.CO.CO
- LUMO level: 0.014 Ha

---

Entry 2:
Density functional theory data (ωB97M-V/def2-TZVPD) for C18H57BO13PdSSr as an isolated structure.

Positions of all 92 atoms, in Å:
Sr (8.232, -8.523, 11.550)
Pd (11.171, -8.703, 9.111)
B (11.465, -6.583, 10.055)
H (12.491, -7.130, 10.205)
H (11.580, -5.460, 10.305)
H (11.198, -6.686, 8.936)
H (10.656, -7.124, 10.693)
S (10.399, -10.715, 11.714)
O (10.579, -9.462, 10.969)
O (10.937, -10.528, 13.063)
O (8.927, -10.844, 11.782)
O (11.128, -11.784, 11.028)
C (8.751, -8.092, 6.625)
C (7.992, -8.281, 7.960)
O (8.831, -8.469, 9.057)
H (9.500, -8.881, 6.605)
H (9.192, -7.102, 6.512)
H (8.018, -8.232, 5.825)
H (7.382, -9.174, 7.764)
H (7.325, -7.425, 8.122)
C (3.825, -10.662, 10.273)
C (5.064, -9.837, 9.924)
O (6.110, -9.982, 10.872)
H (4.055, -11.725, 10.373)
H (3.218, -10.685, 9.361)
H (3.255, -10.262, 11.106)
H (4.791, -8.782, 9.851)
H (5.364, -10.083, 8.902)
H (6.466, -10.882, 10.853)
C (6.814, -8.139, 2.894)
C (6.620, -6.661, 2.574)
O (5.204, -6.414, 2.519)
H (7.879, -8.380, 2.833)
H (6.278, -8.736, 2.160)
H (6.476, -8.324, 3.913)
H (7.094, -6.425, 1.616)
H (7.051, -5.981, 3.313)
H (5.020, -5.677, 3.105)
C (9.471, -3.399, 7.276)
C (10.859, -3.869, 6.890)
O (11.593, -2.863, 6.196)
H (9.548, -2.450, 7.811)
H (9.025, -4.041, 8.041)
H (8.832, -3.376, 6.396)
H (10.827, -4.755, 6.253)
H (11.483, -4.157, 7.745)
H (11.743, -2.134, 6.804)
C (14.159, -7.745, 6.276)
C (12.749, -7.268, 6.647)
O (11.862, -8.345, 6.993)
H (14.834, -7.556, 7.111)
H (14.595, -7.326, 5.371)
H (14.149, -8.829, 6.132)
H (12.278, -6.760, 5.796)
H (12.756, -6.544, 7.457)
H (11.932, -8.908, 6.203)
C (4.953, -11.005, 4.658)
C (5.089, -10.683, 6.129)
O (3.757, -10.680, 6.724)
H (4.555, -11.993, 4.419)
H (5.931, -11.037, 4.160)
H (4.397, -10.293, 4.043)
H (5.506, -9.696, 6.345)
H (5.568, -11.440, 6.749)
H (3.236, -10.069, 6.190)
C (11.757, -7.782, 2.592)
C (10.865, -8.566, 3.531)
O (11.614, -9.463, 4.340)
H (12.550, -7.270, 3.143)
H (11.245, -7.104, 1.914)
H (12.310, -8.529, 2.012)
H (10.199, -9.204, 2.935)
H (10.242, -7.964, 4.191)
H (12.118, -10.145, 3.895)
C (9.221, -12.271, 7.830)
C (10.562, -11.679, 7.401)
O (11.085, -10.843, 8.412)
H (9.307, -13.076, 8.566)
H (8.632, -12.801, 7.074)
H (8.619, -11.453, 8.229)
H (10.315, -11.035, 6.558)
H (11.293, -12.450, 7.164)
H (11.334, -11.319, 9.245)
C (5.580, -5.331, 9.174)
C (4.744, -4.473, 10.099)
O (5.502, -4.289, 11.275)
H (5.764, -6.311, 9.620)
H (6.591, -4.904, 9.233)
H (5.343, -5.431, 8.119)
H (3.816, -5.030, 10.302)
H (4.387, -3.567, 9.600)
H (4.960, -3.823, 11.920)

- 2S+1: 3
- HOMO level (spin up / spin down): -8.3 / -8.3 eV
- M: 718.56 g/mol
- Calculated total energy: -2279.62600 Ha
- LUMO level (spin up / spin down): -0.025 / -0.038 Ha